Record 1
A gas-phase ion, C5H10OS (charge -1) at a distorted geometry, computed with the ωB97M-V functional and the def2-TZVPD basis.

Last columns: bonded neighbours and bond lengths (Å).
Element x y z (Å)
1 O 1.072 2.146 -2.608  C2 1.294
2 C 0.888 2.360 -1.345  O1 1.294, C3 1.501, H8 1.113
3 C 0.022 1.444 -0.531  C2 1.501, C4 1.557, H9 1.089, H10 1.105
4 C 0.560 -0.016 -0.460  C3 1.557, C5 1.513, H11 1.090, H12 1.102
5 C -0.466 -1.107 -0.673  C4 1.513, S6 1.849, H13 1.089, H14 1.096
6 S -1.717 -1.220 0.684  C5 1.849, C7 1.794
7 C -0.701 -1.611 2.110  S6 1.794, H15 1.087, H16 1.084, H17 1.090
8 H 1.605 2.974 -0.756  C2 1.113
9 H -0.115 1.810 0.486  C3 1.089
10 H -0.983 1.378 -0.983  C3 1.105
11 H 1.175 -0.179 0.424  C4 1.090
12 H 1.272 -0.135 -1.292  C4 1.102
13 H -0.054 -2.097 -0.862  C5 1.089
14 H -1.162 -0.751 -1.441  C5 1.096
15 H -0.423 -0.717 2.663  C7 1.087
16 H 0.236 -2.024 1.757  C7 1.084
17 H -1.207 -2.255 2.829  C7 1.090

Its spin multiplicity is 2. Its max |F| is 0.031 Eh/bohr. The value obtained for the frontier orbital gap (spin up / spin down) is 2.933 / 6.194 eV. Its net charge is -1. The HOMO energy (spin up / spin down) comes out at 0.007 / -0.113 hartree.

Partial charges, natural (NBO), in e: atom 1 (O): -0.80, atom 2 (C): 0.01, atom 3 (C): -0.48, atom 4 (C): -0.45, atom 5 (C): -0.49, atom 6 (S): 0.13, atom 7 (C): -0.76, atom 8 (H): 0.05, atom 9 (H): 0.18, atom 10 (H): 0.16, atom 11 (H): 0.17, atom 12 (H): 0.22, atom 13 (H): 0.20, atom 14 (H): 0.22, atom 15 (H): 0.21, atom 16 (H): 0.22, atom 17 (H): 0.21

=====

Record 2
C5H10OS in the gas phase at a distorted geometry, computed with the ωB97M-V functional and the def2-TZVPD basis.

Last columns: bonded neighbours and bond lengths (Å).
Element x y z (Å)
1 C -2.096 0.347 1.764  S2 1.870, H8 1.087, H9 1.072, H10 1.087
2 S -1.632 1.381 0.276  C1 1.870, C3 1.808
3 C 0.163 1.215 0.140  S2 1.808, C4 1.449, H11 1.119, H12 1.121
4 C 0.729 -0.118 0.189  C3 1.449, C5 1.560, H13 1.106, H14 1.109
5 C 0.497 -1.114 -0.990  C4 1.560, C6 1.474, H15 1.133, H16 1.087
6 C 1.437 -0.793 -2.079  C5 1.474, O7 1.206, H17 1.137
7 O 1.676 0.275 -2.586  C6 1.206
8 H -2.163 -0.646 1.328  C1 1.087
9 H -1.289 0.424 2.466  C1 1.072
10 H -3.029 0.677 2.213  C1 1.087
11 H 0.759 1.991 0.683  C3 1.119
12 H 0.356 1.929 -0.703  C3 1.121
13 H 0.429 -0.564 1.154  C4 1.106
14 H 1.837 -0.080 0.225  C4 1.109
15 H 0.732 -2.158 -0.616  C5 1.133
16 H -0.586 -1.180 -1.058  C5 1.087
17 H 2.181 -1.588 -2.407  C6 1.137

Its max |F| is 0.084 Eh/bohr. The value obtained for the frontier orbital gap is 9.423 eV. The HOMO energy comes out at -0.316 hartree.

Partial charges, natural (NBO), in e: atom 1 (C): -0.73, atom 2 (S): 0.17, atom 3 (C): -0.58, atom 4 (C): -0.41, atom 5 (C): -0.54, atom 6 (C): 0.43, atom 7 (O): -0.52, atom 8 (H): 0.21, atom 9 (H): 0.21, atom 10 (H): 0.23, atom 11 (H): 0.23, atom 12 (H): 0.27, atom 13 (H): 0.21, atom 14 (H): 0.21, atom 15 (H): 0.22, atom 16 (H): 0.26, atom 17 (H): 0.11

=====

Record 3
C5H10OS in the gas phase at a distorted geometry, computed with the ωB97M-V functional and the def2-TZVPD basis.

Last columns: bonded neighbours and bond lengths (Å).
Element x y z (Å)
1 C -0.446 -0.966 0.847  C3 1.566, H8 1.093, H9 1.081
2 C 1.680 -1.362 0.819  S7 1.961, H10 1.070, H11 1.122
3 C -0.334 0.178 -0.216  C1 1.566, C4 1.511, C5 1.530, S7 1.928
4 C -1.093 0.024 -1.514  C3 1.511, H12 1.070, H13 1.136, H14 1.114
5 C -0.464 1.502 0.540  C3 1.530, H15 1.007, H16 1.124, H17 1.139
6 O 2.391 0.959 -0.340  S7 1.460
7 S 1.503 -0.141 -0.705  C2 1.961, C3 1.928, O6 1.460
8 H -1.063 -1.791 0.482  C1 1.093
9 H -0.731 -0.567 1.811  C1 1.081
10 H 2.225 -0.900 1.616  C2 1.070
11 H 1.756 -2.408 0.421  C2 1.122
12 H -1.069 -0.956 -1.944  C4 1.070
13 H -0.708 0.609 -2.409  C4 1.136
14 H -2.152 0.345 -1.380  C4 1.114
15 H -0.556 1.217 1.502  C5 1.007
16 H -1.330 2.012 0.038  C5 1.124
17 H 0.390 2.248 0.431  C5 1.139

Its max |F| is 0.119 Eh/bohr. The value obtained for the frontier orbital gap is 8.774 eV. The HOMO energy comes out at -0.305 hartree.

Partial charges, natural (NBO), in e: atom 1 (C): -0.35, atom 2 (C): -0.56, atom 3 (C): -0.25, atom 4 (C): -0.64, atom 5 (C): -0.63, atom 6 (O): -0.96, atom 7 (S): 1.20, atom 8 (H): 0.20, atom 9 (H): 0.20, atom 10 (H): 0.23, atom 11 (H): 0.22, atom 12 (H): 0.22, atom 13 (H): 0.23, atom 14 (H): 0.22, atom 15 (H): 0.20, atom 16 (H): 0.22, atom 17 (H): 0.25

=====

Record 4
C5H10OS2 in the gas phase at a distorted geometry, computed with the ωB97M-V functional and the def2-TZVPD basis.

Last columns: bonded neighbours and bond lengths (Å).
Element x y z (Å)
1 C -1.830 -0.068 -0.598  C2 1.557, H9 1.116, H10 1.111, H11 1.123
2 C -0.440 -0.275 0.071  C1 1.557, C3 1.552, O4 1.411, C5 1.517
3 C -0.622 -0.461 1.602  C2 1.552, H12 1.106, H13 1.103, H14 1.102
4 O 0.160 -1.467 -0.389  C2 1.411, H15 0.929
5 C 0.385 0.974 -0.174  C2 1.517, S6 1.649, C7 1.482
6 S -0.068 2.501 0.254  C5 1.649
7 C 1.722 0.826 -0.797  C5 1.482, S8 1.819, H16 1.092, H17 1.083
8 S 2.950 0.114 0.339  C7 1.819, H18 1.334
9 H -1.773 0.318 -1.644  C1 1.116
10 H -2.443 0.666 -0.033  C1 1.111
11 H -2.383 -1.043 -0.678  C1 1.123
12 H -0.985 -1.492 1.768  C3 1.106
13 H 0.341 -0.345 2.127  C3 1.103
14 H -1.319 0.287 2.013  C3 1.102
15 H -0.010 -1.407 -1.301  O4 0.929
16 H 1.714 0.192 -1.685  C7 1.092
17 H 2.039 1.832 -1.046  C7 1.083
18 H 2.563 -1.151 0.170  S8 1.334

Its max |F| is 0.044 Eh/bohr. The value obtained for the frontier orbital gap is 8.291 eV. The HOMO energy comes out at -0.319 hartree.

Partial charges, natural (NBO), in e: atom 1 (C): -0.64, atom 2 (C): 0.12, atom 3 (C): -0.61, atom 4 (O): -0.70, atom 5 (C): -0.02, atom 6 (S): 0.03, atom 7 (C): -0.62, atom 8 (S): -0.01, atom 9 (H): 0.21, atom 10 (H): 0.24, atom 11 (H): 0.22, atom 12 (H): 0.22, atom 13 (H): 0.23, atom 14 (H): 0.23, atom 15 (H): 0.46, atom 16 (H): 0.23, atom 17 (H): 0.25, atom 18 (H): 0.14

=====

Record 5
C5H10OS2 in the gas phase at a distorted geometry, computed with the ωB97M-V functional and the def2-TZVPD basis.

Last columns: bonded neighbours and bond lengths (Å).
Element x y z (Å)
1 C 0.623 2.238 -0.083  C2 1.492, H9 1.038, H10 1.070
2 C 0.802 0.809 0.306  C1 1.492, S3 1.763, S5 1.928
3 S 2.384 0.241 0.837  C2 1.763, C4 1.904
4 C 2.479 -1.384 -0.149  S3 1.904, H11 1.155, H12 1.097, H13 1.103
5 S -0.662 -0.368 0.744  C2 1.928, C6 1.661, C7 1.787, O8 1.453
6 C -1.993 0.269 1.507  S5 1.661, H14 1.141, H15 1.033
7 C -1.488 -0.255 -0.836  S5 1.787, H16 1.192, H17 1.129, H18 1.085
8 O -0.123 -1.643 1.188  S5 1.453
9 H -0.263 2.777 -0.036  C1 1.038
10 H 1.452 2.798 -0.462  C1 1.070
11 H 3.553 -1.709 0.128  C4 1.155
12 H 2.446 -1.069 -1.200  C4 1.097
13 H 1.650 -1.908 0.355  C4 1.103
14 H -1.924 0.239 2.645  C6 1.141
15 H -2.067 1.244 1.175  C6 1.033
16 H -0.698 -0.650 -1.636  C7 1.192
17 H -2.514 -0.722 -0.778  C7 1.129
18 H -1.551 0.804 -1.065  C7 1.085

Its max |F| is 0.133 Eh/bohr. The value obtained for the frontier orbital gap (spin up / spin down) is 7.743 / 7.744 eV. The HOMO energy (spin up / spin down) comes out at -0.290 / -0.290 hartree.

Partial charges, natural (NBO), in e: atom 1 (C): -0.37, atom 2 (C): -0.46, atom 3 (S): 0.25, atom 4 (C): -0.72, atom 5 (S): 1.79, atom 6 (C): -1.04, atom 7 (C): -0.85, atom 8 (O): -0.91, atom 9 (H): 0.20, atom 10 (H): 0.21, atom 11 (H): 0.23, atom 12 (H): 0.22, atom 13 (H): 0.27, atom 14 (H): 0.23, atom 15 (H): 0.20, atom 16 (H): 0.23, atom 17 (H): 0.28, atom 18 (H): 0.25

=====

Record 6
C5H10S in the gas phase at a distorted geometry, computed with the ωB97M-V functional and the def2-TZVPD basis.

Last columns: bonded neighbours and bond lengths (Å).
Element x y z (Å)
1 C 0.015 -1.456 -0.668  C2 1.527, H7 1.070, H8 1.058, H9 1.145
2 C -0.408 -0.004 -0.460  C1 1.527, C3 1.451, C4 1.289
3 C -1.409 0.434 -1.415  C2 1.451, H10 1.079, H11 1.070, H12 1.071
4 C -0.049 0.733 0.535  C2 1.289, C5 1.532, H13 1.139
5 C 0.706 0.335 1.807  C4 1.532, S6 1.819, H14 1.064, H15 1.106
6 S 2.521 0.391 1.698  C5 1.819, H16 1.367
7 H -0.865 -2.063 -0.618  C1 1.070
8 H 0.348 -1.570 -1.667  C1 1.058
9 H 0.833 -1.801 0.057  C1 1.145
10 H -0.979 0.252 -2.388  C3 1.079
11 H -1.667 1.468 -1.323  C3 1.070
12 H -2.299 -0.160 -1.468  C3 1.071
13 H -0.148 1.862 0.416  C4 1.139
14 H 0.429 0.947 2.633  C5 1.064
15 H 0.526 -0.699 2.154  C5 1.106
16 H 2.445 1.329 0.707  S6 1.367

Its max |F| is 0.085 Eh/bohr. The value obtained for the frontier orbital gap is 9.768 eV. The HOMO energy comes out at -0.323 hartree.

Partial charges, natural (NBO), in e: atom 1 (C): -0.64, atom 2 (C): 0.03, atom 3 (C): -0.63, atom 4 (C): -0.22, atom 5 (C): -0.54, atom 6 (S): -0.05, atom 7 (H): 0.21, atom 8 (H): 0.22, atom 9 (H): 0.22, atom 10 (H): 0.21, atom 11 (H): 0.22, atom 12 (H): 0.22, atom 13 (H): 0.20, atom 14 (H): 0.22, atom 15 (H): 0.22, atom 16 (H): 0.12

=====

For reference, relative energy (zero: lowest compared OMol25 entry of this formula, charge and spin) by record: 0.121 1.700 4.199 0.536 5.583 1.185 eV.